No. 1
A gas-phase ion, C10H12N3O (charge +1) at a distorted geometry, computed with ωB97M-V/def2-TZVPD.

Computed properties:
SMILES   Cc1cn2cc(C(N)=O)ccc2[n+]1C
E   -17076.4278 eV
Max |F|   5.48 eV/Å
E_LUMO   -3.66 eV
HOMO-LUMO gap   9.325 eV
HOMO energy   -13.0 eV

Structure (ORCA input):
```
! wB97M-V def2-TZVPD RIJCOSX def2/J DEFGRID3
* xyz 1 1
C -3.11411 -1.01786 -2.07409
C -1.89471 -0.66039 -1.30912
C -0.59228 -0.94191 -1.71397
N 0.21937 -0.32313 -0.78135
C 1.62391 -0.37724 -0.63208
C 2.28564 0.19773 0.45146
C 3.77419 0.13058 0.59516
N 4.43943 0.52638 1.70041
O 4.48553 -0.38907 -0.27855
C 1.42715 0.80656 1.53103
C 0.07121 0.88880 1.37860
C -0.57864 0.25287 0.19338
N -1.80678 0.08814 -0.12382
C -2.96801 0.58155 0.62537
H -3.87876 -1.38057 -1.38907
H -2.90492 -1.77649 -2.80562
H -3.46531 -0.12864 -2.59164
H -0.21145 -1.48186 -2.63072
H 2.26292 -0.88369 -1.39961
H 3.94866 0.96823 2.46740
H 5.41721 0.19883 1.76479
H 1.80159 1.31635 2.41636
H -0.53241 1.35598 2.16776
H -3.29633 1.52544 0.16557
H -2.72452 0.69607 1.69344
H -3.78857 -0.17267 0.57890
*
```

***

No. 2
A gas-phase ion, C10H12N3OS (charge +1) at a distorted geometry, computed with ωB97M-V/def2-TZVPD.

Computed properties:
E   -27907.2178 eV
Max |F|   5.26 eV/Å
E_LUMO   -5.83 eV
HOMO-LUMO gap   6.804 eV
HOMO energy   -12.6 eV

Structure (ORCA input):
```
! wB97M-V def2-TZVPD RIJCOSX def2/J DEFGRID3
* xyz 1 1
C -3.11393 0.90822 -0.53787
C -2.83455 2.12072 0.08011
C -2.18129 -0.05269 -0.72065
C -1.51004 2.43771 0.29512
C -0.78452 0.17430 -0.25708
C -0.51991 1.46441 0.06993
C 0.80748 -1.45433 0.69256
C 2.12068 0.85643 -0.45956
C 0.60907 -1.04340 2.09711
C 0.35888 -1.38479 -1.69566
N 3.97513 -0.60222 0.20330
N 3.01683 0.02025 -0.14711
N 0.03583 -0.92585 -0.35110
O 1.60255 -2.31611 0.46136
S 1.13812 1.80739 0.70480
H -4.18903 0.57091 -0.85938
H -3.59054 2.91430 0.32694
H -2.44885 -0.97936 -1.30814
H -1.23431 3.42587 0.68477
H 1.97861 0.96574 -1.54407
H -0.06441 -0.22240 2.37758
H 0.14848 -1.91492 2.63260
H 1.64460 -0.82506 2.54000
H 1.05181 -2.23903 -1.58850
H -0.54126 -1.74280 -2.15731
H 0.71133 -0.44370 -2.11679
H 3.81326 -1.51963 0.57705
*
```